## P
Here is a cluster of 2 separate species, CHFO2 in total from the OMol25 dataset. Energies are from ωB97M-V/def2-TZVPD.

Properties
E_HOMO = -11.96 eV
E_LUMO = 0.02 eV
Molecular weight = 64.02 g mol⁻¹

ORCA input file:
```
! wB97M-V def2-TZVPD RIJCOSX def2/J DEFGRID3
* xyz 0 1
C -2.84 0.11 0.57
O -2.41 -1.12 0.55
O -3.64 -0.66 -0.09
F 0.67 0.34 -0.84
H 0.18 -0.23 -1.42
*
```

For reference, the Mulliken charges in units of e are:
1. C 0.192
2. O -0.098
3. O -0.093
4. F -0.396
5. H 0.395

## Q
Here is an isolated molecule of CHFO2 from the OMol25 dataset. Energies are from ωB97M-V/def2-TZVPD.

Properties
E_HOMO (alpha / beta) = -9.75 / -9.75 eV
E_LUMO (alpha / beta) = -0.28 / -0.28 eV
Molecular weight = 64.02 g mol⁻¹

ORCA input file:
```
! wB97M-V def2-TZVPD RIJCOSX def2/J DEFGRID3
* xyz 0 1
C 0.40 0.09 0.07
O -0.82 0.08 0.03
O -1.69 -0.89 0.03
F 0.84 1.31 0.03
H 1.27 -0.59 -0.16
*
```

For reference, the Mulliken charges in units of e are:
1. C 0.307
2. O 0.104
3. O -0.540
4. F -0.166
5. H 0.295

Which of them is least stable? Easy: Q.

## P
Here is a cluster of 2 separate species, C7H17NO in total from the OMol25 dataset. Energies are from ωB97M-V/def2-TZVPD.

Properties
E_HOMO = -9.44 eV
E_LUMO = 0.93 eV
Molecular weight = 131.22 g mol⁻¹
Structure (SMILES) = CCN(C)C(C)=O.CC

ORCA input file:
```
! wB97M-V def2-TZVPD RIJCOSX def2/J DEFGRID3
* xyz 0 1
C -2.77 1.09 -0.50
C -2.07 0.21 0.53
N -0.86 -0.40 -0.11
C 0.21 -0.70 0.95
C -1.00 -1.58 -0.87
C -1.95 -1.74 -2.02
O -0.31 -2.53 -0.59
H -3.04 0.33 -1.24
H -2.22 1.83 -1.07
H -3.80 1.42 -0.35
H -1.66 0.70 1.40
H -2.81 -0.47 0.96
H 1.11 -0.33 0.51
H -0.20 -0.30 1.83
H 0.12 -1.73 1.24
H -2.63 -2.55 -1.72
H -2.57 -0.94 -2.43
H -1.33 -2.16 -2.80
C 2.99 1.77 0.50
C 3.93 0.73 1.06
H 3.17 2.72 0.96
H 3.17 1.87 -0.57
H 1.92 1.62 0.61
H 3.85 0.48 2.12
H 4.97 0.95 0.82
H 3.77 -0.29 0.76
*
```

Results of the Mulliken charge analysis, in e, for atoms 1 through 5:
1. C -1.031
2. C -0.260
3. N -0.009
4. C -1.418
5. C 0.648

## Q
Here is a cluster of 2 separate species, C7H17NO in total from the OMol25 dataset. Energies are from ωB97M-V/def2-TZVPD.

Properties
E_HOMO = -8.75 eV
E_LUMO = 0.90 eV
Molecular weight = 131.22 g mol⁻¹
Structure (SMILES) = CCN(C)C(C)=O.CC

ORCA input file:
```
! wB97M-V def2-TZVPD RIJCOSX def2/J DEFGRID3
* xyz 0 1
C 0.36 0.38 -2.19
C -0.21 -0.97 -1.98
N -1.01 -0.93 -0.53
C -0.08 -0.59 0.53
C -2.43 -0.86 -0.23
C -3.66 -1.03 -1.00
O -2.60 -0.80 0.97
H -0.36 1.02 -2.79
H 1.32 0.11 -2.55
H 0.54 0.90 -1.10
H -0.72 -1.46 -2.75
H 0.67 -1.64 -1.64
H 0.77 -1.19 0.44
H 0.20 0.50 0.49
H -0.62 -0.70 1.39
H -3.86 -0.34 -1.96
H -3.87 -2.07 -1.24
H -4.60 -0.92 -0.31
C 1.91 1.76 2.27
C 3.03 0.92 1.87
H 2.30 2.77 2.31
H 1.25 1.85 1.34
H 1.47 1.30 3.21
H 3.96 1.48 1.77
H 2.91 0.36 0.99
H 3.31 0.16 2.67
*
```

Results of the Mulliken charge analysis, in e, for atoms 1 through 5:
1. C -0.492
2. C -0.662
3. N -0.009
4. C -1.337
5. C 0.748

Which of them is least stable? Easy: Q.

## P
Here is an isolated molecule of C7H17NO from the OMol25 dataset. Energies are from ωB97M-V/def2-TZVPD.

Properties
E_HOMO = -9.77 eV
E_LUMO = 0.83 eV
Molecular weight = 131.22 g mol⁻¹
Structure (SMILES) = CC[C@](N)(O)C(C)(C)C

ORCA input file:
```
! wB97M-V def2-TZVPD RIJCOSX def2/J DEFGRID3
* xyz 0 1
C -2.50 0.75 -0.45
C -1.27 0.31 -1.23
C 0.18 0.63 -0.58
N 0.17 1.96 -0.02
O 1.09 0.69 -1.65
C 0.62 -0.47 0.44
C 0.75 -1.87 -0.21
C 2.11 -0.11 0.97
C -0.28 -0.58 1.68
H -2.63 0.21 0.48
H -2.47 1.83 -0.23
H -3.40 0.58 -1.05
H -1.30 0.81 -2.21
H -1.38 -0.75 -1.49
H -0.05 2.61 -0.77
H 1.12 2.19 0.27
H 0.98 -0.11 -2.19
H 1.13 -2.59 0.52
H -0.22 -2.25 -0.55
H 1.43 -1.87 -1.06
H 2.11 0.80 1.57
H 2.49 -0.92 1.60
H 2.81 0.02 0.14
H 0.23 -1.13 2.48
H -1.20 -1.13 1.46
H -0.54 0.40 2.08
*
```

Results of the Mulliken charge analysis, in e, for atoms 1 through 5:
1. C -1.149
2. C -0.825
3. C 0.799
4. N -0.655
5. O -0.585

## Q
Here is a cluster of 2 separate species, C7H17NO in total from the OMol25 dataset. Energies are from ωB97M-V/def2-TZVPD.

Properties
E_HOMO = -8.81 eV
E_LUMO = 0.76 eV
Molecular weight = 131.22 g mol⁻¹
Structure (SMILES) = CCN(C)C(C)=O.CC

ORCA input file:
```
! wB97M-V def2-TZVPD RIJCOSX def2/J DEFGRID3
* xyz 0 1
C -1.91 -0.90 0.20
C -1.28 0.24 -0.70
N -0.32 -0.45 -1.83
C -0.83 0.05 -3.14
C 0.67 -1.34 -1.85
C 1.02 -2.31 -0.69
O 1.11 -1.49 -2.97
H -1.03 -1.39 0.47
H -2.55 -1.64 -0.13
H -2.60 -0.11 0.85
H -1.95 0.85 -1.38
H -0.60 0.84 -0.17
H -1.91 -0.19 -3.00
H -0.78 1.13 -3.13
H -0.06 -0.28 -4.08
H 0.53 -3.27 -0.84
H 2.00 -2.73 -0.58
H 0.73 -1.85 0.22
C 1.94 1.75 2.60
C 0.47 1.90 3.15
H 2.34 2.75 2.15
H 2.66 1.52 3.30
H 2.10 1.19 1.69
H 0.41 2.28 4.16
H 0.03 0.88 3.10
H -0.17 2.59 2.61
*
```

Results of the Mulliken charge analysis, in e, for atoms 1 through 5:
1. C -0.760
2. C -0.511
3. N -0.037
4. C -1.027
5. C 0.862

Which of them is least stable? Easy: Q.

## P
Here is the ion C4H12N2S with charge +1 from the OMol25 dataset. Energies are from ωB97M-V/def2-TZVPD.

Properties
E_HOMO (alpha / beta) = -13.49 / -13.19 eV
E_LUMO (alpha / beta) = -3.34 / -8.60 eV
Molecular weight = 120.22 g mol⁻¹

ORCA input file:
```
! wB97M-V def2-TZVPD RIJCOSX def2/J DEFGRID3
* xyz 1 2
C -1.14 -0.58 -0.12
N 0.18 -0.19 -0.43
C 1.18 -0.24 0.64
C 2.62 -0.09 0.16
S 3.03 -1.63 -0.87
C -1.93 0.58 0.43
N -2.00 1.52 -0.75
H -1.06 -1.38 0.65
H -1.72 -1.06 -0.99
H 1.73 -1.63 -1.40
H 0.94 0.52 1.29
H 1.20 -1.14 1.27
H 3.26 -0.19 1.07
H 2.89 0.74 -0.47
H -2.92 0.27 1.06
H -1.24 0.75 1.34
H -2.87 1.99 -0.52
H 0.21 0.73 -0.81
H -2.36 1.03 -1.55
*
```

Results of the Mulliken charge analysis, in e, for atoms 1 through 5:
1. C -0.782
2. N -0.076
3. C -0.793
4. C -0.686
5. S 0.106

## Q
Here is the ion C4H12N2S with charge +1 from the OMol25 dataset. Energies are from ωB97M-V/def2-TZVPD.

Properties
E_HOMO (alpha / beta) = -13.17 / -13.10 eV
E_LUMO (alpha / beta) = -2.92 / -7.83 eV
Molecular weight = 120.22 g mol⁻¹

ORCA input file:
```
! wB97M-V def2-TZVPD RIJCOSX def2/J DEFGRID3
* xyz 1 2
C -1.57 -1.64 1.08
N -1.12 -0.28 0.77
C 0.12 0.01 0.04
C -0.15 0.23 -1.43
S 0.14 -1.20 -2.72
C 0.84 1.36 0.56
N 2.32 1.42 0.36
H -2.45 -1.94 0.40
H -0.64 -2.38 1.06
H -1.89 -1.74 2.24
H -1.92 0.27 0.48
H 1.00 -0.76 0.29
H -0.90 0.99 -1.72
H 0.81 0.69 -1.62
H -0.79 -1.91 -2.05
H 0.38 1.38 1.57
H 0.44 2.17 -0.11
H 2.59 1.82 -0.49
H 2.80 1.51 1.27
*
```

Results of the Mulliken charge analysis, in e, for atoms 1 through 5:
1. C -0.745
2. N -0.021
3. C 0.484
4. C -1.023
5. S -0.097

Which of them is least stable? Easy: Q.

## P
Here is an isolated molecule of C4H8N2S2 from the OMol25 dataset. Energies are from ωB97M-V/def2-TZVPD.

Properties
E_HOMO = -7.86 eV
E_LUMO = -0.73 eV
Molecular weight = 148.26 g mol⁻¹

ORCA input file:
```
! wB97M-V def2-TZVPD RIJCOSX def2/J DEFGRID3
* xyz 0 1
C -0.49 -0.18 -2.33
C -0.83 0.31 0.59
C 1.19 -0.30 1.63
C -0.15 -0.87 1.12
N 0.22 0.65 -1.42
N -0.31 1.12 -0.31
S 0.30 -0.30 -3.77
S -1.88 -1.01 -1.70
H -1.61 0.87 1.08
H 1.04 0.57 2.21
H 1.63 0.15 0.71
H 1.82 -1.01 2.21
H -0.88 -1.33 1.88
H 0.07 -1.81 0.44
H 0.77 1.19 -2.10
H -0.88 1.96 -0.24
*
```

Results of the Mulliken charge analysis, in e, for atoms 1 through 5:
1. C 0.237
2. C -0.281
3. C -1.141
4. C -0.236
5. N -0.230

## Q
Here is an isolated molecule of C4H8N2S2 from the OMol25 dataset. Energies are from ωB97M-V/def2-TZVPD.

Properties
E_HOMO = -8.86 eV
E_LUMO = -0.24 eV
Molecular weight = 148.26 g mol⁻¹
Structure (SMILES) = [H]/N=C(/N)CC(=S)SC

ORCA input file:
```
! wB97M-V def2-TZVPD RIJCOSX def2/J DEFGRID3
* xyz 0 1
H -1.13 -0.61 1.77
N -1.79 -0.92 1.02
C -0.95 -1.30 0.06
N -1.46 -2.17 -1.00
C 0.48 -1.07 0.23
C 0.67 0.34 0.62
S 0.78 0.74 2.14
S 0.97 1.05 -0.93
C 1.00 2.76 -0.60
H -2.48 -2.59 -0.74
H -0.86 -2.70 -1.56
H 1.04 -1.41 -0.58
H 0.71 -1.74 1.09
H 1.74 3.16 0.08
H 1.14 3.44 -1.56
H 0.14 3.01 -0.03
*
```

Results of the Mulliken charge analysis, in e, for atoms 1 through 5:
1. H 0.273
2. N -0.768
3. C 0.713
4. N -0.502
5. C -1.045

Which of them is least stable? Easy: P.